A structure of composition C17H28N2 in a non-equilibrium geometry. Source: the Open Molecules 2025 dataset; level of theory: ωB97M-V with the def2-TZVPD basis set.

The geometry in XYZ format:
```
47
C17H28N2 (ωB97M-V with the def2-TZVPD basis set)
H -2.90 -4.03 -1.15
H 2.43 -0.54 -2.10
C -2.84 -1.07 -2.03
H 0.61 2.82 0.96
H -1.37 -1.20 -0.03
C 0.73 0.88 1.69
C -4.74 -2.02 -0.45
H -2.47 0.51 0.62
N 2.45 3.38 2.43
H -1.60 0.21 -3.17
H -1.54 1.73 1.73
C -3.63 -2.10 -1.59
C -0.34 -0.81 0.18
C -3.30 -3.51 -1.96
C 0.36 -0.57 -1.19
H -4.45 -2.48 0.40
H -1.37 1.65 0.02
H 1.64 -0.09 1.95
C -1.65 1.11 0.97
C -0.31 -1.57 -2.00
C -1.68 -0.98 -2.85
C 4.58 3.34 3.24
N -0.41 0.14 1.29
H 5.99 2.08 1.71
H -2.55 -3.36 -2.92
H 3.19 4.29 4.19
H 5.52 3.76 3.68
H 0.57 1.05 2.59
H -0.49 -2.44 -1.90
H 2.15 -0.31 -0.24
C 3.36 3.62 3.34
C 1.77 -0.96 -1.10
H -5.65 -2.13 -0.90
H 0.32 -1.90 0.92
H -4.58 -0.99 -0.05
H 0.44 -1.66 -3.06
H -1.87 -1.56 -3.59
H 1.53 1.74 0.00
H 3.94 1.27 0.54
C 3.89 1.96 1.45
H -2.86 -0.06 -1.45
H -4.38 -3.96 -2.25
H 2.17 -2.09 -1.07
H 0.22 0.31 -1.45
C 2.68 2.32 1.77
C 5.01 2.36 1.92
C 1.44 1.89 0.91
```

Output
Relative energy (zero: lowest compared OMol25 entry of this formula, charge and spin)   15.603 eV
Gap between HOMO and LUMO   8.77 eV
E_HOMO   -8.28 eV
Charge   0
E_tot   -21048.1542 eV
Molecular weight   260.42 g/mol
Max |F|   16.5 eV/Å